No. 1
The following is a DFT calculation (wB97M-V/def2-TZVPD) of a molecular structure, C50H54N3O6S5W at a distorted geometry.

## Properties
lowest unoccupied orbital energy: 0.83 eV
total charge: -1
Kohn-Sham gap: 5.49 eV
E_tot: -125487.272 eV
E_HOMO: -4.67 eV

Geometry as XYZ:
```
119
Properties=species:S:1:pos:R:3:mulliken_charge:R:1
W 0.01548 1.46772 0.54853 0.901
C 1.54578 -5.34998 -0.88027 -2.146
C 1.75108 -4.53788 -2.16287 1.841
C 0.71448 -5.02498 -3.18557 -1.586
C 3.17308 -4.78578 -2.68257 -1.721
C 1.56338 -3.04638 -1.94507 0.730
C 1.34118 -2.50438 -0.69477 -1.057
C 1.06338 -1.14398 -0.58577 0.012
N 0.74888 -0.44768 0.54913 0.041
C 0.62038 -1.04468 1.80713 -0.426
C 1.54628 -1.88288 2.38883 -0.853
C 1.33868 -2.35108 3.68023 -0.080
C 0.13108 -2.04078 4.28333 -0.652
C -0.83602 -1.19188 3.73413 0.900
C -0.53922 -0.58218 2.50773 -0.068
O -1.19332 0.41572 1.89643 -1.525
C -2.12802 -1.00658 4.52383 2.016
C -1.84112 -0.39038 5.90163 -1.737
C -2.78072 -2.38818 4.71573 -1.791
C -3.12332 -0.10938 3.79143 -1.976
C 2.45838 -3.12608 4.35323 2.182
C 2.05398 -3.68628 5.71693 -2.228
C 3.63768 -2.16598 4.56103 -1.732
C 2.89308 -4.29588 3.45933 -1.703
C 0.93228 -0.30518 -1.73837 -0.074
O 0.39458 0.88642 -1.46607 -0.502
C 1.34278 -0.81728 -2.98007 0.089
C 1.61778 -2.17838 -3.03587 -0.923
C 1.40608 0.00912 -4.25877 2.836
C 1.84328 1.44522 -3.95147 -1.025
C 2.43548 -0.55968 -5.25057 -2.331
C 0.01938 -0.02848 -4.91557 -1.604
H 1.61258 -6.41328 -1.10647 0.473
H 0.56028 -5.16258 -0.46137 0.404
H 2.29968 -5.11448 -0.13277 0.340
H 0.77908 -6.10558 -3.30537 0.453
H 0.86588 -4.56238 -4.15667 0.322
H -0.28622 -4.77818 -2.83657 0.245
H 3.34478 -5.84858 -2.84457 0.474
H 3.90248 -4.41838 -1.96297 0.354
H 3.34298 -4.26338 -3.61977 0.283
H 1.32638 -3.10668 0.19593 0.725
H 2.45528 -2.09138 1.84923 1.062
H -0.07522 -2.43768 5.26173 0.509
H -1.20892 -1.03348 6.50913 0.333
H -2.77692 -0.23988 6.43753 0.481
H -1.34782 0.57262 5.79333 0.309
H -2.14422 -3.05968 5.28893 0.319
H -2.97122 -2.84488 3.74673 0.357
H -3.72672 -2.27808 5.24443 0.478
H -2.71742 0.88802 3.64843 0.297
H -4.04502 -0.03458 4.36513 0.489
H -3.35372 -0.52048 2.81383 0.403
H 1.81168 -2.88608 6.41213 0.394
H 2.88128 -4.25528 6.13743 0.455
H 1.19668 -4.34708 5.62103 0.404
H 3.33728 -1.33238 5.19243 0.344
H 3.98528 -1.76028 3.61573 0.321
H 4.46548 -2.68358 5.04153 0.450
H 2.04148 -4.93918 3.24953 0.351
H 3.66368 -4.88538 3.95323 0.519
H 3.29678 -3.94608 2.51363 0.344
H 1.84998 -2.59598 -4.00007 0.319
H 2.88408 1.45682 -3.63277 0.396
H 1.25478 1.88312 -3.15277 -0.475
H 1.74768 2.07102 -4.83767 0.481
H 3.37578 -0.77278 -4.74647 0.388
H 2.62408 0.17602 -6.02937 0.521
H 2.07758 -1.46388 -5.73677 0.379
H -0.74952 0.31762 -4.23177 0.327
H -0.22862 -1.05328 -5.18767 0.287
H -0.00422 0.58422 -5.81597 0.409
S -0.28512 4.10352 1.50573 -0.496
C 0.56718 5.00142 0.28383 0.972
C 0.27828 6.36282 0.17463 -1.053
C 0.93978 7.18242 -0.72577 0.421
C 0.62658 8.55092 -0.81117 -0.099
N 0.38108 9.67042 -0.88307 -0.637
C 1.94528 6.63282 -1.55447 0.484
C 2.24438 5.28342 -1.44587 -1.008
C 1.57428 4.45542 -0.54927 0.687
S 2.11748 2.79892 -0.47627 -0.428
C 2.66958 7.44292 -2.44617 -0.099
N 3.27038 8.09352 -3.17827 -0.614
H -0.47482 6.77312 0.82993 0.496
H 3.01588 4.84472 -2.06087 0.474
O -2.02712 -0.08748 -0.93807 0.840
O -2.53832 0.61472 -3.03717 -0.708
C 1.31428 1.92862 3.34123 -0.734
O 1.13728 1.59752 1.99763 -0.149
H 0.37608 2.33772 3.75153 0.271
H 2.09868 2.69082 3.44893 0.240
H 1.60358 1.02972 3.90293 0.115
O -1.46542 2.19952 -0.12477 0.981
C -2.35372 2.22872 -1.20567 3.081
C -2.31342 0.83772 -1.87517 -1.291
C -2.07702 -1.43638 -1.30657 0.254
C -3.05552 -2.05958 -2.03327 -0.851
C -4.33172 -1.63748 -2.37617 -0.469
S -5.19362 -0.33408 -1.73087 -0.137
C -3.76012 2.39712 -0.72687 -1.447
C -4.86062 2.76262 -1.43787 -0.549
C -6.03412 2.69472 -0.65977 -0.902
C -5.79322 2.28612 0.61213 -0.545
S -4.12152 1.98402 0.90343 0.159
C -1.91332 3.35962 -2.08867 0.047
C -1.11702 3.36202 -3.18927 -0.380
C -0.80572 4.66872 -3.63157 -1.274
C -1.35012 5.63262 -2.84617 -0.564
S -2.26742 4.97192 -1.55277 -0.030
H -1.19202 -1.96628 -0.99557 0.415
H -2.79742 -3.06438 -2.34857 0.295
H -4.91282 -2.25258 -3.05017 0.305
H -4.82302 3.02952 -2.47837 0.617
H -7.01292 2.92122 -1.04247 0.425
H -6.50472 2.12592 1.40063 0.521
H -0.79182 2.46512 -3.67847 0.760
H -0.20272 4.87022 -4.49907 0.472
H -1.27682 6.69842 -2.94617 0.598
```

No. 2
The following is a DFT calculation (wB97M-V/def2-TZVPD) of C4H7NO in the gas phase.

## Properties
lowest unoccupied orbital energy: 0.98 eV
Kohn-Sham gap: 10.75 eV
E_tot: -7797.639 eV
energy above the lowest of the compared OMol25 structures with the same formula, charge and spin: 193.5 kJ/mol
structure (SMILES): C[C@H]1CN1C=O
E_HOMO: -9.77 eV

Geometry as XYZ:
```
13
Properties=species:S:1:pos:R:3:nbo_charge:R:1
C 1.61290 -0.66448 -0.67678 -0.627
C 0.55258 0.25043 -0.07267 -0.059
C -0.79114 0.20844 -0.73671 -0.234
N -0.62932 -0.27610 0.60488 -0.447
C -1.42536 0.33024 1.56692 0.532
O -2.58927 0.58976 1.35686 -0.563
H 1.82565 -1.57323 -0.10983 0.227
H 2.54831 -0.11294 -0.81957 0.220
H 1.27381 -0.95851 -1.67458 0.214
H 0.94517 1.17785 0.35124 0.203
H -1.37600 1.11060 -0.88998 0.214
H -0.99263 -0.58984 -1.44731 0.202
H -0.95470 0.50779 2.54754 0.119
```

No. 3
The following is a DFT calculation (wB97M-V/def2-TZVPD) of a molecular structure, C30H22F4InO4 at a distorted geometry.

## Properties
lowest unoccupied orbital energy: -7.24 eV
total charge: +1
Kohn-Sham gap: 3.70 eV
E_tot: -55685.287 eV
energy above the lowest of the compared OMol25 structures with the same formula, charge and spin: 388.5 kJ/mol
E_HOMO: -10.95 eV

Geometry as XYZ:
```
61
Properties=species:S:1:pos:R:3:nbo_charge:R:1
In -3.90721 31.28817 19.66303 0.995
C -3.42494 24.48361 19.05686 -0.117
C -3.02868 25.81842 19.17118 0.360
C -2.17986 26.14857 20.45084 0.360
O -1.89219 27.33798 20.67884 -0.482
C -1.85513 25.15751 21.48925 -0.018
C -2.33997 23.94926 21.26595 0.284
C -3.11924 23.51653 19.99809 0.335
O -3.63888 22.32803 19.84836 -0.407
O -2.26860 23.17463 22.29384 -0.367
O -3.47560 26.81043 18.54019 -0.475
H -3.95628 24.12294 18.18853 0.262
H -1.31811 25.42545 22.38715 0.268
F 0.61521 31.66548 21.79005 -0.331
C 1.64912 31.62054 22.61680 0.395
C 2.51130 32.75432 22.76311 -0.291
C 3.64057 32.72012 23.59241 -0.178
C 3.91589 31.52948 24.27306 -0.234
C 3.22797 30.38189 23.93250 -0.178
C 2.02360 30.38277 23.13136 -0.294
H 2.22608 33.68766 22.30058 0.223
H 4.31264 33.56237 23.66540 0.225
H 4.87394 31.43537 24.76265 0.221
H 3.55602 29.46555 24.40057 0.216
H 1.42839 29.49033 23.00618 0.226
F -3.33358 32.15627 24.52288 -0.317
C -2.69947 32.04530 25.66511 0.376
C -2.10894 33.08004 26.42878 -0.273
C -1.24847 32.85745 27.51659 -0.200
C -1.04403 31.56101 27.87211 -0.216
C -1.56547 30.48585 27.20147 -0.190
C -2.46440 30.77868 26.12102 -0.279
H -2.10858 34.09847 26.06934 0.221
H -0.85044 33.60844 28.18292 0.232
H -0.39559 31.27809 28.68813 0.213
H -1.39509 29.49471 27.59518 0.223
H -2.82530 29.88526 25.63322 0.213
F -0.94214 32.37394 15.85537 -0.356
C -0.04411 33.03686 15.00167 0.391
C 0.95125 33.92890 15.41052 -0.291
C 1.86333 34.40434 14.43247 -0.181
C 1.75149 34.16797 13.06451 -0.217
C 0.65850 33.47101 12.67114 -0.191
C -0.16672 32.83933 13.61554 -0.280
H 1.17436 34.14878 16.44409 0.227
H 2.65015 35.05734 14.78019 0.218
H 2.49928 34.50846 12.36360 0.229
H 0.59058 33.29276 11.60812 0.225
H -1.01683 32.20032 13.42740 0.226
F -7.39430 34.01136 22.41839 -0.338
C -8.19139 34.88582 23.07556 0.392
C -7.64341 35.85133 23.94448 -0.289
C -8.43782 36.77787 24.62019 -0.193
C -9.83270 36.75759 24.40287 -0.212
C -10.39446 35.82403 23.50842 -0.192
C -9.58623 34.87797 22.86394 -0.286
H -6.58982 35.84222 24.18165 0.223
H -8.05184 37.43027 25.38947 0.226
H -10.49069 37.44263 24.91684 0.221
H -11.45409 35.83739 23.30010 0.223
H -10.07492 34.18933 22.19062 0.226
```

No. 4
The following is a DFT calculation (wB97M-V/def2-TZVPD) of a gas-phase ion, C4H8ClN2 (charge +1) at a distorted geometry.

## Properties
spin multiplicity: 3
lowest unoccupied orbital energy (spin up / spin down): -3.62 / -9.48 eV
total charge: +1
Kohn-Sham gap (spin up / spin down): 5.37 / 4.65 eV
E_tot: -19766.060 eV
expectation value of S²: 2.007
energy above the lowest of the compared OMol25 structures with the same formula, charge and spin: 291.9 kJ/mol
E_HOMO (spin up / spin down): -8.99 / -14.14 eV

Geometry as XYZ:
```
15
Properties=species:S:1:pos:R:3:lowdin_spin:R:1
C -0.09883 1.08589 0.02686 0.375
C 0.67903 -1.48490 -0.83382 0.110
C 0.64964 -1.53148 0.67729 0.176
C 1.06375 -0.24022 -0.04369 0.314
N 0.15229 2.33614 -0.19726 0.163
N -1.32741 0.79740 0.40300 0.200
Cl 2.66147 0.59728 0.10677 0.582
H 1.45451 -1.93347 -1.23332 0.009
H -0.17178 -1.41762 -1.37079 0.010
H -0.24749 -1.69946 1.13078 0.011
H 1.45424 -2.18790 1.21105 0.006
H 1.07019 2.63121 -0.48857 0.004
H -0.44664 3.05492 0.17321 0.016
H -1.59954 -0.16405 0.17061 0.015
H -2.08046 1.45781 0.42566 0.010
```